C11H17IrN4O2S as an isolated structure in a non-equilibrium geometry, computed with ωB97M-V/def2-TZVPD.

Each line ends with the natural charge from an NBO analysis.
Geometry (Å):
1 Ir -0.337 -0.132 -0.090  1.157
2 N -4.298 0.330 1.717  -0.681
3 C -3.165 0.426 1.061  0.231
4 S -2.470 -0.936 0.259  0.281
5 N -2.574 1.611 0.926  -0.194
6 N -1.364 1.583 0.450  -0.274
7 C -0.791 2.755 0.151  0.267
8 C 0.507 2.721 -0.373  0.036
9 C 1.268 3.867 -0.583  -0.048
10 C 2.570 3.729 -1.072  -0.114
11 C 3.047 2.463 -1.334  -0.119
12 C 2.215 1.344 -1.104  0.128
13 N 0.985 1.471 -0.638  -0.491
14 H -4.811 -0.540 1.783  0.451
15 H -4.718 1.151 2.140  0.462
16 H -1.329 3.687 0.308  0.286
17 H 0.858 4.840 -0.342  0.282
18 H 3.190 4.601 -1.239  0.292
19 H 4.047 2.306 -1.719  0.288
20 H 2.570 0.348 -1.335  0.241
21 C -0.448 -2.206 -2.535  -0.259
22 O 0.159 -1.857 -1.258  -0.553
23 C 0.523 -2.978 -0.423  -0.114
24 C 1.382 -2.416 0.657  -0.112
25 O 0.647 -1.387 1.369  -0.505
26 C -0.032 -1.830 2.581  -0.260
27 H 0.273 -2.777 -3.117  0.240
28 H -0.683 -1.282 -3.054  0.224
29 H -1.345 -2.806 -2.383  0.217
30 H 1.082 -3.718 -0.999  0.261
31 H -0.380 -3.458 -0.034  0.213
32 H 2.260 -1.926 0.237  0.224
33 H 1.712 -3.202 1.336  0.265
34 H 0.721 -2.205 3.272  0.248
35 H -0.756 -2.615 2.360  0.207
36 H -0.513 -0.963 3.022  0.222

Calculated values
Multiplicity: 2
Lowest unoccupied orbital energy (spin up / spin down), eV: -14.175 / -14.062
E_HOMO (spin up / spin down), eV: -19.256 / -19.174
Relative energy (zero: lowest compared OMol25 entry of this formula, charge and spin), kcal/mol: 8.00
Net charge: +3